Arrangement w

A 2-piece molecular cluster, C2H9N2S2 overall, computed with wB97M-V/def2-TZVPD.

Output
Charge: +1
Spin multiplicity: 1

Geometry (Å):
C  -0.223  2.491  -2.224
S  -0.235  1.109  -0.974
S  1.506  -0.101  -1.003
H  -0.461  3.336  -1.575
H  -0.988  2.488  -2.995
H  0.818  2.607  -2.507
H  1.637  -0.231  -2.346
N  0.810  -1.581  2.123
C  -0.448  -1.291  2.116
N  -1.207  -1.515  1.027
H  1.332  -1.768  1.276
H  1.391  -1.388  2.937
H  -1.006  -1.056  3.026
H  -2.022  -2.086  0.922
H  -0.905  -1.013  0.197

---

Arrangement x

A 2-piece molecular cluster, C2H9N2S2 overall, computed with wB97M-V/def2-TZVPD.

Output
Charge: +1
Spin multiplicity: 1

Geometry (Å):
C  -1.638  2.154  -0.933
S  0.016  1.942  -0.223
S  1.214  1.865  -1.903
H  -1.669  3.051  -1.541
H  -2.327  2.260  -0.096
H  -1.925  1.291  -1.531
H  1.108  0.553  -2.179
N  0.002  -1.339  0.125
C  0.804  -1.254  1.146
N  1.197  -2.262  1.882
H  -0.382  -2.219  -0.189
H  -0.264  -0.473  -0.346
H  1.188  -0.266  1.394
H  1.809  -2.099  2.665
H  0.867  -3.204  1.727

---

Verdict on stability: arrangement w comes out at the bottom.

---

Arrangement w

A 10-piece molecular cluster, C5H27NO11 overall, computed with wB97M-V/def2-TZVPD.

Output
Charge: 0
Spin multiplicity: 1
SMILES: C=NCCCC(=O)O.O.O.O.O.O.O.O.O.O

Geometry (Å):
C  -2.736  -1.924  0.283
N  -3.267  -0.862  -0.119
C  -3.238  0.371  0.631
C  -2.332  0.507  1.928
C  -0.772  0.371  1.692
C  -0.401  0.814  0.302
O  0.100  1.903  0.099
O  -0.622  -0.087  -0.629
H  -2.022  -2.021  1.127
H  -2.951  -2.913  -0.108
H  -2.809  1.223  0.082
H  -4.284  0.653  0.739
H  -2.591  1.518  2.272
H  -2.802  -0.045  2.764
H  -0.741  -0.678  2.010
H  -0.240  1.002  2.424
H  -0.049  0.257  -1.538
O  1.721  -0.622  2.795
H  2.570  -0.690  2.328
H  2.005  0.148  3.315
O  3.660  -3.696  -0.193
H  2.895  -3.621  -0.765
H  3.733  -2.898  0.331
O  0.640  3.728  -1.897
H  0.969  4.636  -1.696
H  -0.282  3.898  -1.663
O  -2.085  0.714  -3.285
H  -2.995  0.918  -3.035
H  -1.942  -0.153  -2.862
O  1.909  3.939  0.415
H  1.986  3.617  -0.487
H  1.152  3.465  0.809
O  4.993  0.683  1.329
H  4.436  1.404  1.002
H  5.200  0.219  0.509
O  -1.181  -3.560  -2.829
H  -1.389  -2.703  -2.428
H  -1.350  -4.120  -2.051
O  0.578  0.919  -2.807
H  -0.192  0.779  -3.387
H  0.561  1.821  -2.452
O  1.578  -2.982  1.310
H  1.614  -3.601  2.049
H  0.973  -2.329  1.690

---

Arrangement x

A 10-piece molecular cluster, C5H27NO11 overall, computed with wB97M-V/def2-TZVPD.

Output
Charge: 0
Spin multiplicity: 1
SMILES: N[C@@H](C=O)CCC=O.O.O.O.O.O.O.O.O.O

Geometry (Å):
N  -1.324  -0.115  2.804
C  -0.586  0.951  2.163
C  0.339  1.702  3.127
O  1.340  2.252  2.753
C  0.087  0.646  0.827
C  -0.830  0.450  -0.379
C  -1.535  1.682  -0.846
O  -2.578  1.585  -1.451
H  -2.099  -0.430  2.252
H  -0.760  -0.918  3.025
H  -1.333  1.708  1.857
H  -0.053  1.897  4.143
H  0.684  1.531  0.563
H  0.832  -0.141  0.904
H  -0.239  0.011  -1.183
H  -1.511  -0.377  -0.204
H  -1.088  2.634  -0.551
O  2.970  0.650  -0.510
H  3.403  0.725  0.338
H  3.437  0.301  -1.265
O  0.139  4.224  0.758
H  -0.384  4.849  1.262
H  1.030  4.548  0.590
O  0.563  -3.896  2.460
H  0.017  -4.606  2.172
H  0.794  -3.960  3.386
O  -0.249  -1.400  -3.116
H  -0.287  -0.464  -2.895
H  0.686  -1.536  -2.898
O  2.846  3.616  0.919
H  2.561  3.170  1.735
H  2.513  3.008  0.245
O  -0.799  -2.105  0.697
H  -0.536  -2.554  -0.113
H  -0.771  -2.706  1.450
O  2.734  -1.005  -3.537
H  2.354  -1.711  -4.079
H  2.539  -0.338  -4.217
O  -1.670  -3.694  -2.085
H  -1.129  -3.787  -2.871
H  -2.291  -2.962  -2.250
O  -3.445  -1.512  -1.855
H  -3.633  -0.966  -2.620
H  -2.739  -0.954  -1.505

---

Verdict on stability: arrangement w comes out at the bottom.

---

Arrangement w

A 2-piece molecular cluster, H2NOS overall, computed with wB97M-V/def2-TZVPD.

Output
Charge: -1
Spin multiplicity: 1

Geometry (Å):
N  -0.527  0.636  -0.438
O  -1.541  0.717  0.311
S  1.061  0.023  0.244
H  -0.528  -0.715  -1.158
H  1.013  1.233  0.946

---

Arrangement x

A 2-piece molecular cluster, H2NOS overall, computed with wB97M-V/def2-TZVPD.

Output
Charge: -1
Spin multiplicity: 1

Geometry (Å):
N  0.580  0.911  -1.008
O  1.596  0.694  -1.624
S  0.584  2.139  0.087
H  1.799  -1.075  -2.245
H  1.989  -0.884  -2.830

---

Verdict on stability: arrangement w comes out at the bottom.

---

Arrangement w

One molecule with the formula C4H4N4O3, computed with wB97M-V/def2-TZVPD.

Output
Charge: 0
Spin multiplicity: 1

Geometry (Å):
C  -0.512  -0.842  1.881
C  0.368  -1.792  1.107
C  1.080  0.954  -0.555
C  0.123  -0.230  -0.486
N  -0.895  0.188  1.323
N  0.621  -1.404  -0.055
N  0.488  2.126  -0.805
N  -1.058  -0.331  -1.311
O  -1.503  0.684  -1.802
O  2.258  0.795  -0.336
O  -1.545  -1.428  -1.427
H  -0.762  -1.127  2.892
H  0.743  -2.717  1.511
H  -0.482  2.181  -1.075
H  1.076  2.941  -0.862

---

Arrangement x

One molecule with the formula C4H4N4O3, computed with wB97M-V/def2-TZVPD.

Output
Charge: 0
Spin multiplicity: 1
SMILES: O=NNc1cnc(O)[nH]c1=O

Geometry (Å):
O  3.902  -0.522  -0.033
N  2.884  0.289  -0.251
N  1.845  -0.584  -0.057
C  0.376  -0.424  0.147
C  -0.480  -1.420  0.040
N  -1.846  -1.346  0.006
C  -2.267  -0.166  -0.019
O  -3.533  0.081  -0.214
N  -1.490  1.033  -0.004
C  -0.106  1.054  0.208
O  0.771  2.043  0.142
H  2.072  -1.658  0.270
H  -0.160  -2.402  0.437
H  -4.033  -0.814  0.394
H  -1.891  2.051  -0.374

---

Arrangement y

One molecule with the formula C4H4N4O3, computed with wB97M-V/def2-TZVPD.

Output
Charge: 0
Spin multiplicity: 1

Geometry (Å):
C  1.561  -1.191  0.283
C  0.846  -1.417  -1.086
C  -0.552  0.971  -0.259
C  -1.186  -0.392  -0.423
N  0.979  -0.838  1.289
N  -0.390  -1.208  -1.167
N  -1.210  1.997  0.258
N  -2.487  -0.837  -0.062
O  -3.256  -0.103  0.563
O  0.591  1.132  -0.638
O  -2.767  -1.986  -0.372
H  2.547  -1.391  -0.058
H  1.365  -1.755  -1.870
H  -2.104  1.815  0.720
H  -0.796  2.922  0.200

---

Verdict on stability: arrangement y comes out at the bottom.

---

Arrangement w

A 2-piece molecular cluster, C3H4NO3 overall, computed with wB97M-V/def2-TZVPD.

Output
Charge: -1
Spin multiplicity: 1

Geometry (Å):
C  -1.915  -1.002  0.220
C  0.311  -0.096  -0.040
C  0.582  1.379  0.309
N  1.266  -0.612  -1.055
O  -2.400  -0.454  1.185
O  -2.049  -1.880  -0.579
O  1.415  -0.995  0.298
H  1.658  1.684  0.204
H  0.258  1.560  1.372
H  -0.044  1.872  -0.346
H  0.918  -1.455  -1.568

---

Arrangement x

An isolated ion of composition C3H4NO3 and charge -1, computed with wB97M-V/def2-TZVPD.

Output
Charge: -1
Spin multiplicity: 1
SMILES: O=CCNC(=O)[O-]

Geometry (Å):
O  -1.578  -0.272  2.102
C  -1.197  0.290  1.103
C  0.293  0.333  0.710
N  0.342  0.355  -0.715
C  0.600  -0.945  -1.460
O  0.956  -0.865  -2.638
O  0.518  -1.842  -0.636
H  -1.896  0.829  0.514
H  0.627  1.353  1.125
H  0.884  -0.409  1.106
H  0.450  1.173  -1.212

---

Verdict on stability: arrangement w comes out at the bottom.

---

Arrangement w

A 2-piece molecular cluster, C8H9ClSi overall, computed with wB97M-V/def2-TZVPD.

Output
Charge: 0
Spin multiplicity: 1

Geometry (Å):
C  -2.627  1.676  0.341
C  -2.632  0.334  0.157
C  -1.463  2.450  0.047
C  -1.478  -0.375  -0.145
C  -0.301  1.787  -0.330
C  -0.256  0.348  -0.245
C  2.771  -2.862  0.253
C  1.698  -2.088  0.417
Si  1.267  -0.631  -0.608
Cl  3.130  2.272  0.189
H  -3.623  2.019  0.582
H  -3.530  -0.115  0.309
H  -1.334  3.470  0.002
H  -1.632  -1.376  -0.238
H  0.685  2.169  -0.499
H  3.028  -3.829  0.860
H  3.500  -2.667  -0.532
H  0.875  -2.545  1.184
H  1.924  -0.037  -1.744

---

Arrangement x

A 2-piece molecular cluster, C8H9ClSi overall, computed with wB97M-V/def2-TZVPD.

Output
Charge: 0
Spin multiplicity: 1
SMILES: [SiH3]/C=C\Cl.C1=C=CC=CC=1

Geometry (Å):
Si  2.344  -2.303  1.224
C  1.247  -2.358  -0.331
C  1.261  -1.612  -1.435
Cl  2.705  -0.769  -1.850
H  1.688  -1.417  2.413
H  3.487  -1.562  0.689
H  2.997  -3.559  1.865
H  0.178  -2.911  -0.234
H  0.691  -1.453  -2.271
C  -0.735  0.960  -1.077
C  -1.600  0.220  -0.509
C  -2.547  0.626  0.373
C  -2.442  1.999  0.642
C  -1.432  2.798  0.150
C  -0.516  2.236  -0.800
H  -3.184  -0.118  0.699
H  -3.097  2.602  1.288
H  -1.391  3.744  0.434
H  0.347  2.877  -1.270

---

Verdict on stability: arrangement x comes out at the bottom.